A 2-piece molecular cluster, C5H9NO overall. Source: the OMol25 dataset; level of theory: ωB97M-V/def2-TZVPD.

Bonds (Å) are listed after each position.
CARTESIAN COORDINATES (ANGSTROEM)
1 C -2.81990 0.27049 -0.45784  O2 1.406, H8 1.092, H9 1.101, H10 1.101
2 O -1.63504 0.33974 0.29606  C1 1.406, C3 1.401
3 C -0.49532 0.44037 -0.51206  O2 1.401, C4 1.526, H11 1.103, H12 1.103
4 C 0.69660 0.47875 0.44029  C3 1.526, C6 1.467, H13 1.095, H15 1.102
5 C 2.36792 -1.89909 1.32921  H14 1.113, H16 1.112
6 C 1.96805 0.62278 -0.27661  C4 1.467, N7 1.158
7 N 2.97062 0.71748 -0.84846  C6 1.158
8 H -3.64759 0.19678 0.25133  C1 1.092
9 H -2.82483 -0.61252 -1.11568  C1 1.101
10 H -2.95117 1.17044 -1.07896  C1 1.101
11 H -0.52502 1.35198 -1.13247  C3 1.103
12 H -0.41046 -0.42354 -1.19228  C3 1.103
13 H 0.58122 1.31071 1.14283  C4 1.095
14 H 3.19923 -1.30941 1.77606  C5 1.113
15 H 0.71892 -0.45436 1.02571  C4 1.102
16 H 2.80676 -2.20061 0.35288  C5 1.112

The energy relative to the best compared isomer or geometry (same formula, charge and spin) comes out at 145.5 kcal/mol. Its largest force on an atom is 1.2 eV/Å. The frontier orbital gap (alpha / beta) comes out at 8.77 / 8.83 eV.